This record from the Open Molecules 2025 dataset describes a cluster of 9 separate species, C36H90O18 in total at a distorted geometry. The level of theory is wB97M-V/def2-TZVPD.

XYZ file:
```
144
C36H90O18 (wB97M-V/def2-TZVPD)
C 7.96 -0.75 -3.60
O 6.66 -1.22 -4.02
C 6.71 -2.23 -4.98
C 7.10 -3.64 -4.42
O 6.07 -4.25 -3.59
C 6.16 -3.91 -2.29
H 8.77 -0.73 -4.33
H 8.17 -1.32 -2.69
H 7.82 0.27 -3.26
H 7.40 -2.06 -5.81
H 5.72 -2.27 -5.42
H 8.05 -3.61 -3.88
H 7.28 -4.27 -5.29
H 6.95 -4.45 -1.76
H 5.19 -4.08 -1.83
H 6.34 -2.84 -2.13
C -6.51 -0.29 6.10
O -5.58 0.56 5.47
C -4.35 -0.09 5.28
C -3.48 -0.09 6.57
O -2.94 1.24 6.75
C -1.78 1.28 7.57
H -6.25 -0.94 6.94
H -7.04 -0.87 5.35
H -7.41 0.26 6.40
H -3.78 0.46 4.53
H -4.47 -1.09 4.86
H -2.65 -0.76 6.32
H -3.98 -0.41 7.48
H -2.02 0.73 8.48
H -1.44 2.26 7.92
H -0.97 0.82 7.01
C -3.53 -4.87 3.43
O -3.83 -4.97 4.80
C -2.72 -5.42 5.60
C -3.20 -5.89 6.98
O -3.47 -4.74 7.76
C -4.07 -5.10 8.99
H -2.67 -4.22 3.31
H -4.38 -4.44 2.90
H -3.39 -5.87 3.03
H -1.98 -4.62 5.70
H -2.15 -6.17 5.05
H -2.49 -6.57 7.45
H -4.10 -6.49 6.86
H -4.98 -5.67 8.82
H -4.37 -4.18 9.48
H -3.44 -5.74 9.61
C 5.19 1.03 1.71
O 5.08 1.90 2.83
C 5.03 1.13 4.05
C 5.37 2.00 5.27
O 4.60 3.22 5.43
C 4.63 3.75 6.74
H 4.30 0.40 1.62
H 6.06 0.38 1.81
H 5.13 1.56 0.76
H 5.80 0.36 3.98
H 4.09 0.59 4.11
H 6.45 2.14 5.35
H 5.05 1.34 6.07
H 4.01 4.64 6.80
H 5.66 4.06 6.96
H 4.46 3.04 7.55
C -5.05 2.58 -2.05
O -4.56 2.17 -0.82
C -4.70 3.08 0.26
C -3.53 4.13 0.23
O -3.84 5.14 -0.63
C -2.75 5.96 -1.07
H -6.09 2.89 -1.89
H -5.18 1.83 -2.83
H -4.41 3.35 -2.49
H -4.63 2.52 1.19
H -5.67 3.58 0.27
H -2.59 3.66 -0.07
H -3.25 4.53 1.21
H -3.20 6.82 -1.57
H -2.33 5.35 -1.87
H -2.13 6.24 -0.22
C 5.94 6.45 -1.22
O 4.60 6.50 -1.62
C 3.88 5.33 -1.40
C 3.56 4.98 0.05
O 2.58 5.86 0.57
C 2.15 5.62 1.93
H 5.97 6.43 -0.13
H 6.49 7.32 -1.59
H 6.42 5.58 -1.68
H 4.32 4.47 -1.91
H 2.93 5.48 -1.93
H 4.40 4.97 0.74
H 3.14 3.98 0.14
H 2.32 4.60 2.28
H 1.14 5.96 2.16
H 2.79 6.22 2.57
C 2.00 -0.72 -2.56
O 1.07 -1.15 -1.57
C 0.23 -0.11 -1.12
C -0.69 -0.46 0.04
O 0.07 -0.69 1.24
C 0.30 0.45 1.95
H 2.86 -1.39 -2.55
H 2.47 0.24 -2.37
H 1.54 -0.80 -3.54
H -0.41 0.34 -1.88
H 1.00 0.60 -0.80
H -1.25 -1.38 -0.16
H -1.50 0.25 0.18
H 0.76 0.27 2.92
H -0.54 1.12 2.10
H 1.11 0.90 1.36
C -4.62 0.17 -9.11
O -3.45 0.99 -9.26
C -2.45 0.58 -8.35
C -1.16 1.37 -8.59
O -1.18 2.66 -8.05
C -0.71 2.72 -6.72
H -5.38 0.47 -9.84
H -5.14 0.29 -8.16
H -4.48 -0.91 -9.24
H -2.30 -0.50 -8.39
H -2.83 0.87 -7.37
H -1.02 1.48 -9.67
H -0.28 0.83 -8.23
H -0.73 3.78 -6.45
H 0.30 2.34 -6.60
H -1.34 2.19 -6.02
C -3.63 -6.36 -2.42
O -2.89 -5.37 -3.05
C -3.74 -4.64 -3.97
C -3.07 -3.44 -4.68
O -2.04 -3.90 -5.57
C -1.00 -4.80 -5.15
H -4.44 -5.98 -1.78
H -2.96 -6.93 -1.77
H -4.06 -7.06 -3.14
H -4.65 -4.25 -3.52
H -4.09 -5.28 -4.77
H -2.57 -2.77 -3.99
H -3.78 -2.81 -5.22
H -0.45 -4.50 -4.25
H -0.17 -4.68 -5.85
H -1.29 -5.85 -5.22
```

Properties
Strongest force on any atom: 3.38 eV Å⁻¹
Total charge: 0
HOMO energy: -9.305 eV